Record 1
ORCA calculation (ωB97M-V/def2-TZVPD) on H2N4O2 in the gas phase in a non-equilibrium geometry.

The calculation puts the total energy at -10081.30424 eV. The gap between HOMO and LUMO (spin up / spin down) comes out at 0.30071 / 0.30095 Eh. As for the SMILES: N/N=[N+](\[O-])N=O. As for the relative energy (zero: lowest compared OMol25 entry of this formula, charge and spin): 3.8922 eV.

```
8
H2N4O2 ωB97M-V/def2-TZVPD
N -1.523 -0.130 0.050
N -0.335 -0.711 -0.039
N 0.660 0.118 0.075
O 0.425 1.333 0.116
N 1.809 -0.561 -0.041
O 2.878 -0.053 0.043
H -1.585 0.907 -0.121
H -2.328 -0.903 -0.083
```



Record 2
ORCA calculation (ωB97M-V/def2-TZVPD) on a molecular structure, C48H138N21O19P7S3 in a non-equilibrium geometry.

The calculation puts the total energy at -219741.87944 eV. The gap between HOMO and LUMO comes out at 0.31514 Eh. As for the relative energy (zero: lowest compared OMol25 entry of this formula, charge and spin): 0.0000 eV.

```
236
C48H138N21O19P7S3 ωB97M-V/def2-TZVPD
C -4.370 3.050 2.596
C -2.869 3.118 2.928
O -2.620 2.169 4.024
S -4.065 1.930 4.707
O -4.019 2.438 5.988
O -4.457 0.610 4.473
O -5.093 2.892 3.859
H -4.433 2.053 2.117
H -4.741 3.882 2.020
H -2.500 4.101 3.187
H -2.351 2.673 2.098
C 1.320 0.814 0.484
C 0.593 0.001 1.567
O -0.754 0.531 1.516
S -1.054 0.499 -0.089
O -2.072 1.395 -0.370
O -1.220 -0.844 -0.518
O 0.401 1.060 -0.617
H 2.203 0.250 0.119
H 1.663 1.799 0.859
H 1.103 0.336 2.462
H 0.505 -1.040 1.429
C 2.127 5.069 -1.334
C 1.162 6.134 -1.838
O 0.114 6.110 -0.901
S 0.554 5.353 0.481
O -0.096 4.113 0.558
O 0.396 6.326 1.472
O 2.060 5.211 0.060
H 3.132 5.346 -1.550
H 1.907 4.038 -1.615
H 0.715 5.781 -2.764
H 1.664 7.073 -1.967
O -6.370 4.898 1.001
P -5.578 5.242 -0.176
N -6.527 6.021 -1.222
C -7.959 5.850 -1.220
C -6.016 6.448 -2.521
N -4.718 3.988 -0.818
C -5.265 2.632 -0.817
C -3.737 4.225 -1.880
N -4.406 6.370 0.164
C -3.186 6.136 0.794
C -4.917 7.649 0.602
H -8.485 6.641 -1.710
H -8.320 5.636 -0.206
H -8.174 4.975 -1.811
H -4.952 6.655 -2.398
H -6.584 7.329 -2.833
H -6.060 5.684 -3.316
H -5.945 2.507 0.040
H -5.822 2.457 -1.759
H -4.512 1.868 -0.705
H -4.185 4.111 -2.872
H -3.408 5.252 -1.735
H -2.990 3.470 -1.845
H -3.245 6.280 1.885
H -2.866 5.131 0.577
H -2.420 6.853 0.429
H -4.174 8.083 1.254
H -5.835 7.579 1.193
H -5.075 8.302 -0.263
O 7.069 -1.868 -1.194
P 6.118 -2.727 -0.466
N 6.950 -3.904 0.328
C 8.229 -4.452 -0.080
C 6.405 -4.641 1.455
N 4.956 -3.392 -1.439
C 5.132 -3.537 -2.830
C 3.784 -4.106 -0.969
N 5.408 -1.872 0.786
C 6.342 -1.311 1.794
C 4.455 -0.826 0.433
H 8.470 -4.244 -1.146
H 8.255 -5.531 0.121
H 9.022 -4.176 0.628
H 7.191 -4.915 2.172
H 5.978 -5.594 1.050
H 5.582 -4.134 1.986
H 5.934 -2.873 -3.072
H 5.333 -4.579 -3.064
H 4.250 -3.218 -3.399
H 3.081 -4.203 -1.836
H 4.020 -5.138 -0.793
H 3.270 -3.735 -0.056
H 5.700 -0.762 2.474
H 6.807 -2.158 2.330
H 7.119 -0.652 1.427
H 3.553 -1.285 0.017
H 4.862 -0.155 -0.367
H 4.321 -0.193 1.280
O -0.372 3.584 -7.082
P 0.176 3.720 -5.712
N -0.459 2.756 -4.566
C 0.039 2.709 -3.233
C -1.679 1.981 -4.747
N -0.118 5.262 -5.014
C 0.403 6.489 -5.729
C -1.516 5.516 -4.738
N 1.835 3.508 -5.733
C 2.680 4.101 -4.671
C 2.446 2.423 -6.565
H -0.766 2.604 -2.488
H 0.600 3.597 -2.956
H 0.670 1.871 -3.062
H -2.536 2.341 -4.173
H -1.595 0.956 -4.402
H -2.050 2.084 -5.785
H 1.358 6.308 -6.203
H -0.289 6.692 -6.563
H 0.469 7.396 -5.126
H -1.596 6.527 -4.366
H -2.110 5.473 -5.663
H -1.918 4.803 -4.004
H 3.545 4.539 -5.142
H 2.077 4.828 -4.167
H 3.036 3.318 -4.010
H 1.900 2.244 -7.516
H 2.644 1.462 -6.058
H 3.384 2.851 -6.915
O -2.584 -4.770 6.367
P -2.816 -3.431 5.863
N -4.297 -3.153 5.216
C -5.485 -3.024 6.066
C -4.662 -3.971 4.067
N -1.789 -3.152 4.569
C -0.647 -4.065 4.332
C -1.754 -1.893 3.899
N -2.577 -2.287 7.038
C -1.830 -2.505 8.310
C -3.070 -0.915 6.997
H -6.168 -2.226 5.684
H -5.278 -2.719 7.116
H -6.027 -4.000 6.006
H -5.664 -3.658 3.716
H -4.911 -5.013 4.332
H -3.891 -3.913 3.317
H -0.920 -5.111 4.147
H -0.116 -3.615 3.473
H 0.077 -4.051 5.129
H -1.043 -1.157 4.312
H -1.446 -2.118 2.852
H -2.756 -1.445 3.770
H -0.784 -2.194 8.130
H -2.344 -2.008 9.122
H -1.797 -3.584 8.609
H -4.118 -0.771 6.755
H -2.504 -0.319 6.291
H -3.038 -0.464 8.029
O 3.027 -0.977 -5.724
P 1.966 -1.889 -5.243
N 1.546 -1.389 -3.760
C 0.249 -1.608 -3.193
C 2.534 -0.890 -2.785
N 2.554 -3.464 -5.200
C 3.623 -3.893 -6.086
C 1.839 -4.537 -4.587
N 0.587 -1.915 -6.149
C 0.337 -2.934 -7.139
C -0.097 -0.634 -6.514
H 0.433 -2.198 -2.316
H -0.359 -2.079 -3.964
H -0.274 -0.686 -2.900
H 1.937 -0.286 -2.109
H 3.265 -0.330 -3.395
H 3.142 -1.619 -2.248
H 4.401 -4.531 -5.630
H 3.210 -4.382 -6.935
H 4.213 -2.967 -6.228
H 2.434 -4.986 -3.789
H 0.966 -4.180 -4.049
H 1.562 -5.335 -5.290
H 1.055 -2.902 -7.964
H 0.317 -3.964 -6.759
H -0.640 -2.730 -7.486
H 0.077 0.106 -5.751
H -1.128 -0.777 -6.726
H 0.303 -0.337 -7.480
O -0.359 -5.276 -2.234
P -1.191 -5.884 -1.200
N -0.576 -5.693 0.342
C 0.160 -4.435 0.595
C -1.154 -6.278 1.536
N -1.361 -7.553 -1.257
C -2.182 -8.168 -2.261
C -0.420 -8.487 -0.749
N -2.729 -5.250 -1.161
C -2.943 -3.842 -1.462
C -3.843 -5.866 -0.570
H 0.509 -4.496 1.612
H -0.504 -3.554 0.561
H 0.929 -4.374 -0.179
H -1.843 -5.647 2.081
H -0.345 -6.455 2.219
H -1.672 -7.210 1.391
H -2.665 -9.079 -1.867
H -3.096 -7.660 -2.596
H -1.662 -8.563 -3.203
H -0.991 -9.333 -0.374
H 0.173 -8.778 -1.662
H 0.171 -8.056 0.047
H -3.151 -3.341 -0.518
H -2.065 -3.368 -1.949
H -3.796 -3.690 -2.105
H -3.585 -6.691 0.063
H -4.603 -6.190 -1.308
H -4.363 -5.174 0.093
O 3.293 1.404 2.470
P 3.108 1.717 3.917
N 2.194 3.053 4.237
C 0.758 2.992 3.938
C 2.651 4.446 4.227
N 4.557 2.068 4.566
C 5.809 1.660 3.955
C 4.834 2.355 5.945
N 2.296 0.535 4.695
C 2.686 -0.838 4.476
C 1.740 0.620 6.067
H 0.192 3.390 4.825
H 0.412 1.994 3.614
H 0.476 3.540 2.990
H 2.044 5.009 4.931
H 2.430 4.877 3.228
H 3.662 4.474 4.517
H 6.570 2.374 4.339
H 6.031 0.638 4.282
H 5.751 1.714 2.867
H 5.387 3.260 5.943
H 3.948 2.615 6.534
H 5.423 1.577 6.442
H 3.569 -1.212 5.044
H 1.851 -1.460 4.757
H 2.829 -0.896 3.413
H 1.209 1.545 6.334
H 2.521 0.687 6.810
H 1.058 -0.210 6.186
```



Record 3
ORCA calculation (ωB97M-V/def2-TZVPD) on a molecular structure, C38H45BHfN12S2 in a non-equilibrium geometry.

The calculation puts the total energy at -81678.59554 eV. The gap between HOMO and LUMO comes out at 0.26737 Eh. As for the relative energy (zero: lowest compared OMol25 entry of this formula, charge and spin): 0.8491 eV.

```
99
C38H45BHfN12S2 ωB97M-V/def2-TZVPD
Hf 0.196 0.350 -0.439
C -2.689 -1.365 -1.518
C -1.684 -2.288 -0.919
C -1.687 -3.676 -0.909
C -0.546 -4.044 -0.218
C -0.086 -5.423 0.116
N 0.096 -2.928 0.149
N -0.597 -1.837 -0.278
B 1.214 -2.846 1.187
N 2.380 -1.952 0.642
N 2.204 -0.826 -0.121
C 3.400 -0.465 -0.591
C 3.636 0.656 -1.547
C 4.360 -1.371 -0.151
C 3.680 -2.313 0.593
C 4.285 -3.553 1.168
N 0.534 -2.447 2.529
N -0.790 -2.113 2.575
C -1.140 -2.124 3.850
C -2.542 -1.811 4.262
C -0.047 -2.470 4.662
C 0.989 -2.681 3.780
C 2.388 -3.076 4.104
H -3.532 -1.933 -1.906
H -3.073 -0.671 -0.772
H -2.255 -0.789 -2.339
H -2.425 -4.328 -1.345
H -0.718 -6.142 -0.401
H 0.948 -5.584 -0.187
H -0.153 -5.609 1.189
H 1.720 -3.926 1.330
H 2.848 1.404 -1.537
H 4.573 1.156 -1.304
H 3.711 0.261 -2.563
H 5.412 -1.366 -0.385
H 5.332 -3.587 0.872
H 4.242 -3.585 2.253
H 3.792 -4.449 0.790
H -3.194 -1.808 3.389
H -2.921 -2.552 4.966
H -2.592 -0.833 4.748
H -0.015 -2.568 5.736
H 2.468 -3.258 5.174
H 2.684 -3.984 3.578
H 3.097 -2.281 3.845
C 0.882 1.558 -6.780
C 2.061 1.102 -5.932
N 1.694 0.118 -4.924
C 1.097 0.465 -3.757
S 0.512 -0.837 -2.759
N 1.019 1.724 -3.450
N 0.402 1.912 -2.236
C 0.071 3.115 -1.933
C 0.394 4.313 -2.759
C -0.678 3.215 -0.675
C -0.756 4.360 0.032
C -1.404 4.294 1.321
C -1.876 3.141 1.813
C -1.791 1.849 1.048
N -1.170 2.008 -0.254
H 1.205 2.288 -7.524
H 0.122 2.019 -6.149
H 0.430 0.714 -7.305
H 2.500 1.952 -5.412
H 2.840 0.661 -6.554
H 1.580 -0.841 -5.202
H 0.576 4.023 -3.788
H 1.308 4.773 -2.371
H -0.405 5.050 -2.703
H -0.318 5.277 -0.332
H -1.544 5.204 1.892
H -2.454 3.141 2.726
H -1.478 -0.152 1.784
C 1.096 1.131 5.381
C -0.226 1.525 5.262
C -0.886 1.405 4.047
C -0.228 0.908 2.928
C 1.088 0.488 3.064
C 1.746 0.600 4.278
N -0.936 0.709 1.664
C -3.230 1.339 0.903
C -3.893 0.753 1.977
C -5.219 0.364 1.864
C -5.907 0.578 0.676
C -5.260 1.186 -0.390
C -3.928 1.564 -0.277
H 1.613 1.228 6.328
H -0.757 1.924 6.117
H -1.926 1.689 3.991
H 1.617 0.061 2.225
H 2.776 0.273 4.353
H -3.368 0.582 2.910
H -5.716 -0.105 2.704
H -6.943 0.277 0.587
H -5.789 1.361 -1.319
H -3.415 2.033 -1.106
S 3.212 3.680 1.540
C 2.231 2.596 0.901
N 1.520 1.785 0.428
```